(1)
{
  "formula": "C12H20N2O2",
  "method": "ωB97M-V/def2-TZVPD",
  "elements": ["C", "O", "H", "H", "H", "O", "C", "H", "H", "C", "C", "H", "H", "C", "H", "H", "N", "H", "H", "H", "H", "H", "H", "H", "C", "C", "N", "H", "C", "C", "C", "C", "C", "H", "H", "H"],
  "coordinates": [[1.421672, -2.252776, -1.825900], [0.618664, 1.035161, -1.701867], [-1.619791, -2.837639, -3.590360], [2.135616, -3.196562, -1.823577], [2.069860, 4.761811, 0.492459], [-1.770447, 0.421767, -1.600732], [-0.521950, 0.261492, -1.139352], [-1.814761, 3.188794, 1.732796], [-1.837204, 0.592930, 1.834264], [0.896060, -2.040746, -0.287528], [-1.450326, -1.838955, 0.438283], [1.144870, -4.230663, 0.033782], [-0.975589, 2.719272, 0.105902], [0.979689, 4.359359, 0.262565], [-2.308303, -1.851912, -0.386347], [1.302809, 2.997458, 2.176751], [0.460538, -3.445879, 0.102455], [0.067076, 4.463353, 2.379272], [1.907024, -1.722959, 0.262193], [1.001651, 3.609444, -0.638546], [-0.566547, 1.267464, 3.052202], [-1.436225, -4.379080, 0.829983], [0.723235, -0.538580, 2.147574], [-1.983898, -1.606707, 1.455012], [0.245996, -2.543833, -2.930288], [0.372135, 0.179829, 1.272483], [-1.098575, -2.677054, -2.684346], [0.587660, -2.601890, -4.069805], [-0.851835, 2.661996, 1.268623], [-0.857624, -3.400809, 0.505321], [-0.801635, 1.143636, 1.889811], [0.448463, 3.601402, 1.652380], [-0.166407, -0.838206, 0.065232], [2.049941, -1.333560, -2.185937], [1.331564, 0.779956, 0.914678], [0.296594, 5.292684, -0.009438]],
  "atomic_forces_ev_per_a": [[-0.75, -0.10, -0.65], [-5.24, -4.49, 3.64], [1.00, 0.34, 1.13], [-1.33, 1.82, -0.09], [-2.21, -0.74, -0.70], [5.90, -1.39, 3.17], [-0.14, 3.25, -5.14], [1.98, -1.20, -0.99], [1.93, 1.20, -0.11], [3.56, 1.68, -1.62], [-0.43, -0.93, 0.18], [-1.27, 0.71, 0.14], [0.20, -0.61, 2.22], [0.44, 0.05, 0.79], [2.05, 0.20, 1.48], [-1.58, 1.12, -1.08], [-4.56, 2.36, 1.89], [1.03, -1.96, -1.33], [-2.15, -1.16, -0.80], [0.00, 1.39, 1.78], [-0.47, -0.27, -2.45], [1.34, 2.19, -0.79], [-0.60, 1.39, -1.58], [1.13, -0.51, -1.77], [-3.30, -0.09, -0.47], [0.14, -1.38, 0.83], [5.20, 0.14, -1.09], [-0.32, 0.19, 2.57], [-0.59, 0.55, 0.34], [2.49, 0.79, -0.90], [0.52, 0.30, 0.46], [-0.80, 0.76, -0.71], [-0.83, -0.59, -0.13], [-1.43, -1.61, 0.75], [-2.29, -1.28, 0.41], [1.37, -2.10, 0.64]],
  "mol_weight_g_mol": 224.30,
  "charge": 0,
  "homo_lumo_gap_ev": 6.12,
  "relative_energy_ev": 9.639,
  "e_tot_ha": -728.90449,
  "homo_energy_ev": -7.6
}


(2)
{
  "formula": "C12H20N4O3",
  "method": "ωB97M-V/def2-TZVPD",
  "elements": ["C", "H", "H", "H", "H", "H", "H", "C", "H", "O", "H", "C", "H", "H", "H", "H", "N", "C", "H", "N", "H", "O", "N", "C", "C", "C", "H", "C", "C", "C", "C", "O", "N", "H", "C", "H", "H", "H", "H"],
  "coordinates": [[2.330182, -3.584773, 2.010863], [-3.767197, -0.211862, -0.207268], [2.673409, 0.294579, -1.275879], [-1.352485, 0.198579, -2.052950], [2.654521, -1.277302, -1.538012], [-0.123602, -3.030962, -0.396687], [1.087249, -1.276696, 1.787664], [-0.057998, 1.942818, -1.603799], [3.318049, -3.201640, 2.210128], [-0.710176, 4.237799, -1.128994], [-1.069764, 3.695635, -0.298058], [1.785379, -2.945922, 0.694396], [-3.310290, 3.407731, 1.858149], [1.673214, -3.355265, 2.857119], [2.646008, -1.009202, 1.143659], [0.249455, -0.738568, -0.692062], [0.479606, 1.911987, -0.234836], [-1.510290, 1.283296, -1.815160], [0.666188, 2.807166, 0.220115], [2.006714, -0.489072, -1.367166], [0.384313, -4.638709, 0.330474], [-0.004362, 3.822553, -3.186146], [-3.902959, 1.515752, 1.000310], [-0.190941, 3.445134, -2.066692], [1.098141, 0.903084, 0.419408], [-3.315532, 0.745783, -0.045080], [-1.976159, 1.758391, -2.699083], [1.658645, -1.487343, 0.905023], [1.170903, -0.574252, -0.213102], [-3.133894, 2.601084, 1.121143], [-2.318848, 1.503449, -0.526688], [1.588050, 1.067193, 1.525085], [-2.133061, 2.576771, 0.249202], [2.554295, -4.639358, 2.042073], [0.420621, -3.545138, 0.431609], [2.512922, -3.009995, -0.274499], [-0.203073, -3.358350, 1.354343], [-4.541334, 1.283891, 1.659312], [0.664102, 1.371733, -2.197916]],
  "atomic_forces_ev_per_a": [[0.71, 0.54, -0.66], [0.21, -0.17, -0.64], [-0.43, -0.44, -0.09], [-0.39, 0.91, 0.35], [-0.94, 0.22, 0.36], [0.44, -0.63, 0.39], [-0.59, 0.01, 0.54], [-0.04, 0.02, -0.41], [0.32, 0.72, 0.32], [0.18, -0.36, 1.11], [0.06, 0.58, -1.65], [1.24, -1.28, -1.52], [0.20, -0.79, -0.58], [0.06, 0.10, -0.24], [-0.56, -0.73, -0.04], [-1.95, -0.86, 0.44], [0.16, 0.41, -0.26], [1.29, -0.05, 1.19], [-0.28, -0.40, -0.19], [3.06, 0.67, -1.55], [0.28, 0.33, -0.37], [0.41, -0.19, -0.20], [3.35, 0.39, -2.84], [-0.67, -0.91, 0.72], [0.04, -1.79, 0.37], [-2.36, 0.04, 1.78], [0.13, -0.19, 0.54], [1.04, 2.04, 0.23], [0.23, 1.68, 0.92], [0.97, 0.94, 0.32], [0.90, -1.62, -2.11], [-0.06, 0.56, -0.30], [-1.19, 2.03, 1.18], [-0.62, -0.65, -0.59], [-1.51, 0.25, 0.37], [-1.42, -0.69, 2.30], [0.49, -0.01, -0.78], [-2.41, -1.18, 1.98], [-0.38, 0.51, -0.42]],
  "mol_weight_g_mol": 268.32,
  "smiles": "CC(C)C[C@H](N)C(=O)N[C@@H](Cc1c[nH]cn1)C(=O)O",
  "charge": 0,
  "homo_lumo_gap_ev": 9.83,
  "relative_energy_ev": 2.347,
  "e_tot_ha": -913.99051,
  "homo_energy_ev": -9.4
}


(3)
{
  "formula": "C12H21AuNO3",
  "method": "ωB97M-V/def2-TZVPD",
  "elements": ["H", "C", "C", "H", "H", "Au", "H", "C", "H", "H", "C", "O", "H", "H", "C", "H", "H", "C", "C", "H", "H", "H", "O", "C", "H", "H", "C", "H", "C", "C", "H", "N", "O", "H", "H", "H", "C", "H"],
  "coordinates": [[-0.983717, -2.840533, 1.404854], [-2.057880, 4.753409, -1.424475], [-0.618826, 2.838904, -2.937055], [-2.426132, -1.853779, 1.647483], [-1.653245, -1.450344, -1.850644], [0.238099, 0.442800, -0.173290], [1.141622, -3.510031, 1.948559], [3.488560, -3.666766, 0.257183], [3.703153, -3.428237, -0.776425], [-2.615770, 5.513583, -0.893520], [-2.363583, 4.490936, -2.790266], [-1.174868, -1.208203, 0.136351], [1.510927, 2.249124, -1.604624], [1.338257, -1.790189, 3.677623], [-1.356517, -1.812748, 1.423495], [4.358336, -3.577796, 0.924177], [2.762231, -3.385250, 2.654213], [-1.066477, 4.051482, -0.810139], [-0.329923, 3.099586, -1.567330], [-2.932622, -1.932723, -0.703928], [3.078187, -4.679873, 0.396591], [-3.192611, 5.008463, -3.257911], [2.493415, -2.753373, 0.712798], [1.667948, -1.506045, 2.672662], [-0.032577, 2.109540, -3.482477], [-1.155036, 0.030212, 2.492334], [-1.863582, -1.947135, -0.909373], [-1.845821, 3.397231, -4.588062], [2.032490, -2.856505, 2.034371], [-1.613487, 3.543568, -3.541540], [-1.489457, -2.969615, -0.931959], [0.742161, 2.428398, -0.957219], [0.707073, -0.678251, 2.065481], [-0.812806, 4.227252, 0.228311], [1.101676, 2.923700, -0.141380], [2.587999, -0.927952, 2.775605], [-0.671056, -0.945719, 2.446585], [-0.696131, -1.387121, 3.442934]],
  "atomic_forces_ev_per_a": [[0.08, 0.02, -0.08], [-0.05, 0.00, -0.05], [0.01, 0.08, 0.02], [0.02, -0.03, 0.02], [-0.01, 0.00, 0.00], [-0.56, 0.41, -0.37], [-0.08, 0.13, -0.02], [-0.14, 0.15, 0.21], [0.03, -0.04, -0.02], [-0.01, -0.03, 0.03], [0.05, -0.06, 0.07], [0.08, -0.26, 0.04], [-0.02, 0.00, -0.02], [0.10, 0.07, 0.04], [-0.15, 0.09, 0.10], [0.05, -0.03, -0.04], [-0.02, -0.02, 0.01], [-0.01, -0.03, -0.03], [-0.02, -0.05, 0.04], [0.00, -0.03, -0.01], [0.08, -0.04, -0.05], [0.04, 0.05, -0.03], [-0.02, 0.04, -0.03], [0.12, 0.31, 0.37], [0.00, 0.01, -0.02], [0.02, 0.01, 0.02], [0.07, 0.14, -0.01], [0.00, -0.04, 0.00], [0.04, -0.29, -0.11], [-0.07, 0.02, -0.03], [-0.02, -0.02, -0.02], [0.32, -0.16, 0.14], [-0.15, -0.67, 0.03], [-0.01, 0.03, 0.00], [0.01, 0.07, -0.05], [-0.01, 0.01, -0.08], [0.34, 0.19, -0.04], [-0.13, -0.05, -0.02]],
  "mol_weight_g_mol": 424.27,
  "charge": 3,
  "multiplicity": 3,
  "homo_lumo_gap_ev": [9.65, 5.77],
  "relative_energy_ev": 0.130,
  "e_tot_ha": -884.77599,
  "homo_energy_ev": [-19.4, -19.7]
}